64
Properties=species:S:1:pos:R:3 method="wB97M-V/def2-TZVPD" homo_energy_ev=-7.60 gap_ev=7.86 lumo_ev=0.26 energy_ha=-1589.6805 total_charge=0
C 8.510 0.432 1.005
H 9.038 0.082 -0.030
H 8.906 1.564 1.051
H 8.863 -0.222 1.715
O 7.071 0.131 0.746
C 6.360 0.904 -0.018
O 6.905 1.544 -0.714
C 4.922 0.836 -0.148
C 4.268 0.060 0.851
C 2.985 -0.138 0.940
C 2.114 0.747 0.004
C 2.694 1.420 -1.089
C 4.194 1.277 -1.103
H 4.693 2.147 -1.699
H 2.189 1.804 -1.864
C 0.617 0.350 0.098
N -0.032 1.388 -0.407
C -0.743 0.902 -1.409
O -1.413 1.448 -2.346
C 0.037 -0.317 -1.138
O -0.821 -1.436 -1.067
C -0.344 -2.534 -0.438
C 1.129 -2.747 -0.399
C 1.522 -4.059 0.121
C 0.685 -4.951 -0.025
C -0.589 -4.863 0.071
C -1.137 -3.836 -0.325
C -2.572 -3.215 -0.524
H -2.940 -3.376 -1.441
H -3.173 -4.189 0.055
H -2.841 -2.292 -0.121
H -1.409 -5.701 0.165
H 1.069 -6.052 0.554
H 2.625 -4.406 0.027
H 1.819 -2.147 -0.655
H 0.834 -0.393 -2.008
C -0.231 2.824 0.015
H -0.821 3.458 -0.248
H 0.701 3.321 0.393
C -1.156 2.796 1.597
C -2.235 1.828 1.427
C -3.475 2.542 0.757
C -4.604 1.743 0.250
C -4.723 0.335 0.740
C -3.753 -0.026 1.386
C -2.326 0.546 1.715
H -1.631 0.025 2.362
H -3.621 -1.231 1.893
O -5.833 -0.073 0.352
C -6.160 -1.417 0.960
H -5.954 -1.495 1.955
H -7.001 -1.734 0.529
H -5.102 -2.101 0.374
O -5.346 2.416 -0.405
C -6.254 1.768 -1.182
H -5.869 1.147 -1.693
H -6.803 2.543 -2.024
H -7.255 1.412 -0.642
H -3.218 3.571 0.156
H -1.113 3.653 2.179
H -0.358 2.074 2.148
H 0.375 -0.045 1.008
H 2.513 -0.692 1.638
H 4.769 -0.494 1.798

---

5
Properties=species:S:1:pos:R:3 method="wB97M-V/def2-TZVPD" spin_multiplicity=3 homo_energy_ev="-2.64 / -5.46" gap_ev="5.89 / 8.23" s2=2.022 lumo_ev="3.25 / 2.77" energy_ha=-1249.7518 total_charge=-1
O 0.444 -0.189 1.607
O 1.044 -1.137 -1.346
P 0.143 -0.092 0.203
Cl 0.680 1.858 -0.442
I -2.310 -0.440 -0.022

---

20
Properties=species:S:1:pos:R:3 method="wB97M-V/def2-TZVPD" homo_energy_ev=-9.25 gap_ev=9.99 smiles=C[C@@H](O)CCN.O lumo_ev=0.74 energy_ha=-365.4074 total_charge=0
C -0.783 -0.538 -0.394
C 0.284 -1.279 0.426
C 1.012 -0.386 1.398
O -0.240 -2.377 1.183
C -0.998 -0.978 -1.828
N 0.161 -0.641 -2.661
H -0.436 0.509 -0.432
H -1.666 -0.495 0.248
H 1.020 -1.642 -0.312
H 1.688 -0.918 2.052
H 1.425 0.490 0.889
H 0.259 0.116 2.030
H -0.083 -3.161 0.696
H -1.943 -0.634 -2.234
H -0.986 -2.075 -1.768
H 0.743 0.045 -2.194
H -0.013 -0.255 -3.575
H 0.694 4.108 2.127
H -0.080 5.498 1.980
O -0.057 4.615 2.367

---

10
Properties=species:S:1:pos:R:3 method="wB97M-V/def2-TZVPD" homo_energy_ev="-14.32 / -14.32" gap_ev="7.98 / 7.98" lumo_ev="-6.34 / -6.34" energy_ha=-550.1506 total_charge=+1
C 0.099 0.678 0.181
C 0.416 -0.705 0.159
N -0.534 -0.258 -0.832
O -0.882 -2.935 0.256
P 0.113 -2.171 0.996
H -0.587 1.110 1.019
H 0.891 1.301 -0.193
H 1.288 -2.882 1.482
H -1.463 -0.658 -0.694
H -0.330 -0.228 -1.955

---

41
Properties=species:S:1:pos:R:3 method="wB97M-V/def2-TZVPD" homo_energy_ev=-6.03 gap_ev=2.88 lumo_ev=-3.15 energy_ha=-1052.5800 total_charge=0
C 5.680 -1.795 -1.290
C 4.358 -1.597 -0.626
C 3.411 -2.632 -0.621
C 2.160 -2.455 -0.052
C 1.768 -1.204 0.528
C 0.473 -1.133 1.093
C -0.119 -0.220 2.003
C -1.424 -0.545 2.500
C -2.120 0.319 3.336
C -1.545 1.538 3.742
C -0.235 1.842 3.326
C 0.488 0.969 2.524
C 2.756 -0.170 0.538
C 4.018 -0.388 0.003
H 6.314 -0.931 -1.114
H 6.181 -2.690 -0.905
H 5.573 -1.932 -2.375
H 3.681 -3.584 -1.096
H 1.450 -3.283 -0.023
H -0.152 -2.015 0.866
H -1.866 -1.494 2.191
H -3.135 0.059 3.651
H -2.109 2.242 4.370
H 0.216 2.788 3.622
H 1.522 1.200 2.291
H 2.522 0.804 0.959
H 4.773 0.401 0.042
O -0.797 0.655 -1.502
C -2.031 0.679 -1.684
C -2.716 1.557 -2.678
N -1.807 2.314 -3.530
O -1.197 1.725 -4.438
O -1.728 3.545 -3.311
C -4.079 1.797 -2.715
C -4.922 1.058 -1.873
C -4.358 0.135 -0.978
C -2.999 -0.080 -0.910
H -4.458 2.547 -3.409
H -5.995 1.209 -1.935
H -4.989 -0.445 -0.305
H -2.562 -0.792 -0.214

---

13
Properties=species:S:1:pos:R:3 method="wB97M-V/def2-TZVPD" homo_energy_ev=-8.72 gap_ev=7.67 smiles="CSC1=CC=NC1=O" lumo_ev=-1.05 energy_ha=-721.6709 total_charge=0
C 2.376 0.663 0.020
C -0.154 -0.550 -0.009
C -1.189 -1.414 -0.015
C -2.408 -0.570 0.005
C -0.801 0.848 -0.023
H 2.098 1.219 0.909
H 2.155 1.286 -0.846
H 3.456 0.371 0.038
H -1.193 -2.506 0.009
H -3.418 -0.997 -0.001
N -2.229 0.697 -0.015
O -0.220 1.892 -0.037
S 1.527 -0.939 -0.037

---

10
Properties=species:S:1:pos:R:3 method="wB97M-V/def2-TZVPD" homo_energy_ev=-3.71 gap_ev=6.87 lumo_ev=3.16 energy_ha=-5666.1806 total_charge=-1
C 1.560 -1.956 -1.337
C -1.273 0.295 0.671
O 0.746 -2.366 -2.003
O 2.403 -1.670 -0.620
Si -0.742 2.047 0.091
Br 0.327 2.373 2.176
Br 1.333 1.423 -1.216
H -1.910 -0.159 -0.063
H -0.588 -0.544 0.732
H -1.854 0.556 1.570

---

20
Properties=species:S:1:pos:R:3 method="wB97M-V/def2-TZVPD" spin_multiplicity=2 homo_energy_ev="-23.08 / -22.17" gap_ev="8.45 / 4.84" s2=0.948 lumo_ev="-14.63 / -17.33" energy_ha=-322.9856 total_charge=+3
C -0.571 0.712 0.182
C 0.121 0.145 -1.032
C 1.383 -0.180 -0.150
C 1.458 0.394 1.072
N 1.611 -0.497 2.210
N 1.758 -1.600 -0.357
N -3.093 0.936 -1.155
H -0.573 1.805 0.241
H -1.195 0.039 0.752
H -0.002 1.216 -1.709
H -0.580 -0.632 -1.555
H 1.850 1.418 1.417
H 1.484 0.056 3.103
H 0.968 -1.282 2.281
H 1.483 -2.104 0.555
H 1.209 -2.070 -1.170
H 2.709 -1.804 -0.545
H -3.699 0.277 -1.672
H -2.632 1.488 -1.864
H -3.689 1.683 -0.603

---

16
Properties=species:S:1:pos:R:3 method="wB97M-V/def2-TZVPD" homo_energy_ev=-9.78 gap_ev=10.42 smiles="NC(=O)CCO.O" lumo_ev=0.64 energy_ha=-400.1319 total_charge=0
C -0.746 -0.195 -1.905
C 0.211 -0.420 -0.661
O 1.659 -0.732 -1.043
C -1.212 1.363 -1.933
N -0.298 2.187 -1.326
O -1.950 1.834 -2.809
H -1.717 -0.741 -1.696
H -0.281 -0.466 -2.919
H 0.193 0.426 0.056
H -0.172 -1.237 -0.152
H 1.791 -0.136 -1.820
H -0.632 3.234 -1.270
H 0.525 1.751 -0.943
H 0.167 -2.698 6.143
H 1.358 -1.650 6.271
O 1.104 -2.521 6.007

---

16
Properties=species:S:1:pos:R:3 method="wB97M-V/def2-TZVPD" homo_energy_ev=-8.13 gap_ev=8.76 smiles="O[C@@H]1[C@H]2C=CC=C[C@@]12Br" lumo_ev=0.63 energy_ha=-2920.0827 total_charge=0
C -0.322 1.628 -0.843
C -1.716 -0.229 0.009
C 0.769 0.856 -0.965
C -0.458 -1.041 0.103
C -1.591 1.062 -0.440
C 0.620 -0.542 1.039
C 0.879 -0.462 -0.476
O 1.466 -1.485 1.617
Br 2.088 -1.862 -1.152
H -0.519 2.647 -1.123
H -2.535 -0.860 0.361
H 1.672 1.214 -1.522
H -0.724 -2.097 -0.017
H -2.400 1.760 -0.307
H 0.549 0.368 1.601
H 2.222 -0.957 2.113

---

30
Properties=species:S:1:pos:R:3 method="wB97M-V/def2-TZVPD" homo_energy_ev=-7.84 gap_ev=8.78 smiles=Cc1c[nH]c2ccccc12.CCC lumo_ev=0.94 energy_ha=-522.2091 total_charge=0
C -1.114 1.331 2.184
C 0.482 -0.373 1.010
C 0.160 0.556 2.058
C 1.781 -0.861 1.274
C 1.226 0.586 2.889
C -0.177 -0.824 -0.130
C 0.442 -1.672 -1.021
C 1.711 -2.184 -0.698
C 2.396 -1.777 0.431
N 2.219 -0.256 2.416
H -1.186 -0.486 -0.338
H -0.001 -2.014 -1.941
H 2.251 -2.849 -1.349
H -1.157 2.120 1.442
H -1.233 1.786 3.155
H 1.386 1.073 3.840
H 3.052 -0.517 2.911
H 3.412 -2.093 0.662
H -1.945 0.692 1.912
C -2.366 0.970 -2.417
C -3.505 1.247 -3.404
C -1.116 1.741 -2.758
H -2.705 1.186 -1.402
H -2.125 -0.093 -2.445
H -3.121 1.132 -4.418
H -3.730 2.309 -3.325
H -0.844 1.750 -3.817
H -1.067 2.763 -2.384
H -4.408 0.644 -3.313
H -0.225 1.299 -2.311

---

17
Properties=species:S:1:pos:R:3 method="wB97M-V/def2-TZVPD" homo_energy_ev="-8.27 / -8.28" gap_ev="7.40 / 7.40" smiles="c1ccc2[nH]nnc2c1.N=S" lumo_ev="-0.88 / -0.88" energy_ha=-849.3317 total_charge=0
C 0.721 -0.477 1.239
C 0.943 -0.768 -0.096
C 0.023 0.602 1.653
C 0.531 0.092 -1.092
C -0.468 1.446 0.660
C -0.250 1.147 -0.709
N -1.199 2.592 0.715
N -0.804 2.218 -1.322
N -1.459 3.044 -0.416
N -3.418 -0.113 0.767
S -3.643 -1.254 -0.133
H 1.187 -1.159 1.987
H 1.599 -1.586 -0.500
H -0.096 0.763 2.772
H 0.739 -0.108 -2.110
H -1.140 2.220 -2.363
H -4.240 0.440 1.089